{
  "formula": "C3H13N5",
  "method": "ωB97M-V/def2-TZVPD",
  "lumo_ha": 0.0380,
  "e_homo_ev": -6.9,
  "total_energy_ha": -395.666246,
  "orbital_gap_ev": 7.90,
  "relative_energy_kj_mol": 591.9,
  "species": ["C", "C", "C", "N", "N", "N", "N", "N", "H", "H", "H", "H", "H", "H", "H", "H", "H", "H", "H", "H", "H"],
  "positions_angstrom": [[-1.426, -0.952, -1.844], [0.049, 1.815, 1.124], [-0.565, 0.012, -1.037], [1.850, -2.263, -0.117], [2.445, -0.276, 0.899], [-0.054, 0.340, 1.279], [-0.119, -0.552, 0.188], [1.819, -0.899, -0.122], [-1.949, -0.373, -2.556], [-0.942, -1.775, -2.399], [-2.335, -1.458, -1.348], [-0.058, 2.240, 2.165], [0.923, 2.162, 0.610], [-0.816, 2.217, 0.498], [0.322, 0.418, -1.661], [-1.026, 0.881, -0.676], [1.984, -2.666, 0.840], [1.259, -2.605, -0.808], [2.494, 0.677, 0.638], [2.191, -0.473, 1.812], [-0.762, 0.128, 1.943]],
  "lowdin_charge": [-0.107, -0.117, -0.336, 0.014, 0.031, -0.163, -0.098, -0.167, 0.034, 0.065, 0.095, 0.096, 0.051, 0.075, 0.129, 0.048, 0.103, 0.048, 0.062, 0.052, 0.085]
}